90
Properties=species:S:1:pos:R:3:forces:R:3 method="wB97M-V/def2-TZVPD" e_tot_ev=-202748.3045 orbital_gap_ev="4.50 / 3.65" e_homo_ev="-7.3886 / -7.3883" spin_multiplicity=5
Rh -0.6732 0.5161 0.1035 0.6 0.4 1.0
Br 1.1270 -6.0502 5.5805 -0.2 0.0 -0.1
C -0.6055 -5.6159 4.9662 0.1 0.0 0.1
C -1.6432 -5.4906 5.8834 0.1 0.0 0.0
C -2.9090 -5.1770 5.4374 -0.3 0.1 -0.1
C -3.1334 -4.9495 4.0753 0.9 0.0 -0.1
C -2.0805 -5.1070 3.1583 -0.3 0.1 0.0
C -0.8207 -5.4411 3.6037 0.1 0.0 0.0
N -4.4195 -4.6399 3.6709 -0.8 0.0 0.4
N -4.7311 -4.1035 2.6076 0.1 0.1 -0.3
C -4.1860 -3.1201 1.8912 0.1 0.0 0.1
C -4.4672 -3.1280 0.4973 0.0 0.0 -0.2
C -3.8687 -2.2702 -0.3682 -0.2 -0.1 -0.2
C -2.9416 -1.2926 0.0949 0.1 0.1 -0.1
O -2.3506 -0.5094 -0.6857 -0.2 -0.2 -0.3
C -2.7297 -1.1884 1.5395 -0.1 -0.2 0.5
N -1.9320 -0.1876 1.9431 0.2 -0.1 -0.3
C -1.7919 0.0539 3.2302 0.0 0.1 0.0
C -2.4755 -0.6807 4.1981 -0.1 -0.1 0.0
C -3.2715 -1.7295 3.8035 0.1 0.0 0.0
C -3.3836 -2.0388 2.4400 0.1 0.1 0.0
H -1.4547 -5.6480 6.9358 0.0 0.0 0.0
H -3.7336 -5.0725 6.1307 0.0 0.0 0.0
H -2.2712 -4.9862 2.0995 0.1 0.0 0.0
H -0.0071 -5.5652 2.9027 0.0 0.0 0.0
H -5.1320 -3.8992 0.1299 0.0 0.0 0.0
H -4.0663 -2.3198 -1.4300 0.0 0.0 0.0
H -1.1604 0.8858 3.5173 0.0 0.0 0.0
H -2.3819 -0.4166 5.2417 0.0 0.0 0.0
H -3.8313 -2.2851 4.5399 0.0 -0.1 0.1
O 2.7982 -1.6985 0.1948 -0.4 0.1 0.1
C 2.1230 -0.6964 0.3082 0.9 0.1 -0.3
O 0.8840 -0.6866 0.7240 -0.8 0.2 0.1
C 2.7491 0.6876 0.0383 -0.3 -0.4 0.0
C 2.0453 1.4744 -1.0757 0.1 -0.3 -0.2
Ge 2.4344 0.7520 -2.8980 -0.1 0.2 0.1
C 1.5601 1.8746 -4.2548 0.1 -0.2 0.2
C 0.8925 3.0545 -3.9407 0.0 0.0 0.1
C 0.2940 3.8175 -4.9342 0.0 0.1 0.0
C 0.3597 3.4077 -6.2571 0.0 0.0 0.0
C 1.0185 2.2299 -6.5844 0.0 0.0 0.0
C 1.6110 1.4701 -5.5885 0.0 0.0 0.0
C 1.5920 -1.0165 -2.9734 0.2 0.3 -0.1
C 2.3248 -2.1975 -3.0174 0.0 0.0 0.1
C 1.6816 -3.4252 -3.0613 0.0 0.0 0.0
C 0.2965 -3.4813 -3.0814 0.0 -0.1 0.0
C -0.4455 -2.3100 -3.0469 0.0 0.1 0.1
C 0.2000 -1.0827 -2.9825 0.0 0.0 -0.2
C 4.3743 0.6845 -3.1823 -0.3 0.0 0.1
C 5.2453 1.3923 -2.3578 0.0 0.0 0.0
C 6.6169 1.3297 -2.5541 0.0 0.0 0.0
C 7.1342 0.5649 -3.5890 0.0 0.0 0.0
C 6.2768 -0.1243 -4.4342 0.0 0.0 0.0
C 4.9065 -0.0655 -4.2298 -0.1 0.0 0.0
H 3.7923 0.5059 -0.2076 0.0 0.0 0.0
H 2.7142 1.2343 0.9863 0.0 0.0 0.0
H 2.2985 2.5349 -1.0111 0.0 0.0 -0.1
H 0.9455 1.4132 -0.9332 0.3 0.2 -0.3
H 0.8370 3.3870 -2.9091 0.0 0.0 0.0
H -0.2226 4.7331 -4.6753 0.0 0.0 0.0
H -0.1030 4.0039 -7.0329 0.0 0.0 0.0
H 1.0680 1.9046 -7.6159 0.0 0.0 0.0
H 2.1166 0.5457 -5.8485 0.0 0.0 -0.1
H 3.4070 -2.1569 -2.9909 0.0 0.0 0.0
H 2.2633 -4.3380 -3.0789 0.0 0.0 0.0
H -0.2061 -4.4394 -3.1317 0.0 0.0 0.0
H -1.5253 -2.3488 -3.0885 -0.1 0.0 0.0
H -0.3879 -0.1663 -3.0066 0.0 -0.1 0.0
H 4.8516 2.0113 -1.5595 0.0 0.0 0.0
H 7.2817 1.8772 -1.8981 0.0 0.0 0.0
H 8.2047 0.5078 -3.7378 0.0 0.0 0.0
H 6.6773 -0.7097 -5.2523 0.0 0.0 0.0
H 4.2427 -0.6101 -4.8930 0.0 0.0 0.0
N 0.0822 2.3941 1.3330 -0.3 -0.7 -0.2
C -0.8026 3.3800 1.9270 -0.3 0.2 0.1
C -2.1610 3.1104 2.0106 0.0 0.0 -0.1
C -3.0016 3.9939 2.6741 0.2 -0.2 -0.1
C -2.4695 5.1442 3.2246 -0.5 0.6 0.6
C -1.1268 5.4555 3.0945 0.1 -0.3 -0.2
C -0.2862 4.5614 2.4435 0.1 0.0 0.1
S -3.5673 6.2942 4.1309 0.2 -0.1 -0.4
O -3.9751 7.2153 3.0858 0.0 0.0 0.0
O -2.7070 6.8656 5.1473 0.2 0.0 0.0
O -4.6227 5.4372 4.6363 -0.1 -0.2 0.0
H 0.9049 2.8491 0.9548 0.0 0.0 -0.1
H 0.4141 1.7534 2.0508 0.2 0.2 0.1
H -2.5485 2.2095 1.5440 0.0 0.1 0.1
H -4.0606 3.8030 2.7853 0.0 0.0 0.0
H -0.7514 6.3745 3.5229 0.0 0.0 0.0
H 0.7765 4.7711 2.3589 0.0 0.0 0.0

---

100
Properties=species:S:1:pos:R:3:forces:R:3 method="wB97M-V/def2-TZVPD" e_tot_ev=-150737.0117 orbital_gap_ev="9.10 / 8.22" total_charge=+1 e_homo_ev="-11.9766 / -11.1008" spin_multiplicity=9
Fe 14.7803 -17.4872 37.5230 -1.0 -1.6 -1.4
Fe 14.6285 -13.3945 40.4893 -0.5 1.5 1.2
P 14.9828 -15.5390 39.2074 -0.6 1.3 0.2
O 15.7896 -14.2225 39.1486 0.9 -0.7 -1.0
O 13.9966 -15.6684 38.0646 -1.1 0.1 -0.4
O 14.2336 -15.3241 40.5427 0.2 -1.0 0.1
O 15.7842 -16.8264 39.0609 0.8 0.3 1.5
O 19.4888 -12.6393 39.1926 -0.3 0.1 0.5
H 19.4404 -11.8050 39.6594 0.2 0.3 0.0
H 19.5241 -13.2998 39.8846 0.3 -0.7 0.4
O 14.6968 -11.3934 35.4502 0.2 0.2 -0.1
H 14.9183 -12.2811 35.1690 -0.1 -0.4 -0.3
H 13.8451 -11.2201 35.0491 -0.2 0.2 0.0
O 8.2119 -15.3872 37.9014 -0.2 -0.2 0.3
H 8.1801 -14.4486 38.0860 -0.1 0.2 0.1
H 9.0486 -15.5158 37.4546 0.1 0.0 -0.3
O 14.5746 -16.7038 44.3824 -0.2 -0.2 0.2
H 14.7567 -15.7660 44.4429 0.2 0.4 0.1
H 15.4326 -17.1067 44.2486 0.3 -0.2 0.1
O 17.3452 -17.7272 40.7771 0.3 -0.7 1.0
H 16.6684 -17.3796 40.1963 -0.7 0.4 -0.5
H 16.8631 -18.2294 41.4340 0.0 -0.2 0.3
O 13.4309 -18.5195 38.9990 0.3 0.6 -0.6
H 12.8326 -19.2405 39.1948 -0.3 -0.5 0.2
H 13.4543 -18.0018 39.8039 0.0 0.1 0.5
O 19.2641 -12.0260 36.7133 0.1 -0.1 -1.1
H 18.3570 -11.8223 36.4857 -0.2 0.3 0.0
H 19.2286 -12.2821 37.6349 0.2 -0.2 0.3
O 16.5222 -11.7536 37.4050 0.4 -0.2 0.1
H 16.3168 -12.5288 37.9277 -0.2 -0.3 0.5
H 15.8255 -11.7145 36.7498 -0.7 0.4 -0.3
O 19.7267 -14.3997 41.6707 -0.6 1.4 0.1
H 19.7688 -15.3442 41.8202 0.1 -1.3 -0.6
H 19.6339 -14.0222 42.5455 0.2 0.3 0.2
O 18.1690 -17.4196 37.8827 0.5 -0.9 -0.2
H 17.3604 -17.3742 38.3929 -0.1 0.3 0.1
H 18.4349 -16.5067 37.7727 0.2 0.4 0.0
O 16.0865 -16.7224 36.0977 -1.0 -0.8 -1.0
H 16.5953 -15.9807 36.4252 0.9 1.1 0.6
H 16.6362 -17.1080 35.4156 0.1 -0.4 -0.1
O 17.3380 -14.7833 37.2904 0.9 -0.6 -1.4
H 16.7618 -14.7307 38.0530 -0.2 0.6 0.9
H 17.6589 -13.8896 37.1700 0.5 0.4 -0.4
O 15.2556 -13.7963 44.6462 0.0 -0.2 -0.5
H 15.7538 -13.6052 45.4408 0.3 0.1 0.3
H 14.3400 -13.6972 44.9073 -0.4 0.1 0.5
O 9.7101 -15.6104 35.4935 0.1 0.0 0.0
H 10.3554 -16.3118 35.4052 0.2 -0.2 0.0
H 9.8195 -15.0827 34.7024 -0.1 0.2 -0.2
O 12.8264 -17.4475 33.6237 0.0 0.1 -0.1
H 12.9208 -18.2155 33.0602 0.1 -0.3 -0.2
H 12.0924 -16.9622 33.2469 -0.2 0.3 -0.1
O 19.7584 -16.9579 41.0595 1.3 0.6 0.5
H 18.8819 -17.2354 40.7929 -0.7 -0.3 -0.1
H 20.0818 -17.6752 41.6046 0.2 -0.3 0.0
O 13.1785 -17.7829 36.1897 0.0 -0.4 0.7
H 13.1176 -17.5308 35.2683 0.1 0.4 -1.0
H 12.4074 -18.3296 36.3404 -0.1 -0.2 0.4
O 10.7903 -12.2084 42.3152 0.6 0.1 0.1
H 10.8619 -12.8033 41.5687 -0.1 -0.5 -0.4
H 9.8600 -11.9872 42.3574 -0.2 0.1 0.1
O 11.6250 -15.0662 40.3788 -1.1 0.4 0.2
H 11.4852 -15.7178 39.6918 -0.1 -0.1 -0.3
H 12.5730 -15.0570 40.5116 0.6 -0.3 0.1
O 15.1073 -11.3571 40.6029 0.3 0.6 0.2
H 14.8274 -10.5386 40.1931 -0.2 0.2 -0.5
H 15.9341 -11.1394 41.0334 0.3 -0.1 0.3
O 13.6028 -13.0765 42.2920 -0.2 -0.1 0.5
H 13.9912 -13.3284 43.1298 0.4 0.0 -0.1
H 12.8035 -12.6066 42.5297 -0.8 0.3 -0.1
O 16.9322 -9.1813 38.2992 -0.2 0.8 0.4
H 16.8286 -9.9985 37.8116 0.0 -0.6 -0.2
H 17.2901 -9.4503 39.1452 0.3 0.0 0.1
O 16.3477 -13.5784 41.7372 0.4 0.3 0.4
H 16.4652 -13.7727 42.6670 -0.3 0.0 0.5
H 17.2080 -13.7362 41.3483 0.5 -0.3 -0.5
O 9.1420 -15.7602 41.4504 -0.5 -0.1 0.1
H 8.9604 -15.4626 42.3419 -0.1 0.0 0.2
H 10.0851 -15.6361 41.3434 0.6 0.1 -0.2
O 12.2168 -19.8233 41.0699 -0.1 -0.3 -0.4
H 11.7498 -20.2219 41.8043 -0.2 -0.2 0.0
H 12.6400 -19.0512 41.4452 0.4 0.6 0.4
O 13.9081 -17.4675 41.9024 -0.3 -1.6 -0.5
H 14.1140 -16.7107 41.3535 0.0 0.7 -0.2
H 14.0668 -17.1656 42.7967 -0.2 0.1 0.7
O 18.9566 -19.8699 39.2876 0.1 -0.6 -0.1
H 18.5870 -19.0083 39.0941 0.1 0.6 -0.2
H 18.1990 -20.4123 39.5067 -0.1 -0.2 0.2
O 15.5238 -19.5559 37.3826 -0.2 0.1 -0.2
H 15.0966 -20.0563 36.6873 -0.3 -0.2 -0.2
H 16.3651 -19.9938 37.5113 0.6 0.1 0.2
O 14.2675 -14.3138 35.9063 -0.2 1.1 -1.4
H 15.1956 -14.4922 35.7543 0.2 -0.1 -0.1
H 14.0711 -14.7532 36.7337 -0.2 -0.7 1.0
O 13.1393 -12.6017 39.2877 0.0 0.4 0.4
H 12.6857 -11.8087 39.5735 -0.2 0.2 0.1
H 12.7106 -12.8403 38.4658 -0.4 -0.3 -0.8
O 12.0752 -12.4722 36.7242 -0.2 0.2 0.3
H 11.4165 -12.5767 36.0376 -0.4 -0.1 0.0
H 12.8504 -12.9182 36.3831 0.7 -0.3 -0.4

---

55
Properties=species:S:1:pos:R:3:forces:R:3 method="wB97M-V/def2-TZVPD" e_tot_ev=-41518.3925 orbital_gap_ev=9.17 e_homo_ev=-8.6145 relative_energy_kcal_mol=3.79 spin_multiplicity=1 smiles="CCCc1nnc(NC(=O)CCC(=O)N2CCN(C3CCCC3)CC2)s1"
C -5.1438 -2.9556 1.5719 0.0 -0.2 -0.2
C -5.7674 -3.2163 0.2071 -0.1 0.1 0.1
H -5.0168 -3.6256 -0.4708 -0.1 0.0 0.0
H -6.5711 -3.9484 0.3080 0.0 -0.1 -0.1
C -6.3491 -1.9405 -0.4191 0.0 -0.4 0.0
C -5.2846 -0.9522 -0.7228 0.0 0.8 0.6
N -4.4970 -1.0304 -1.7338 -0.8 -1.2 -0.3
N -3.5949 -0.0582 -1.8074 1.2 1.1 -0.3
C -3.6850 0.7895 -0.8376 -0.9 -0.4 0.7
N -2.8701 1.8733 -0.6974 0.3 0.2 -0.3
C -2.9394 2.7043 0.3801 0.4 0.3 -0.3
O -3.7503 2.5517 1.2691 -0.1 0.1 0.3
C -1.9063 3.8134 0.3652 0.1 0.0 0.1
H -2.1933 4.5388 1.1267 0.0 -0.1 -0.1
C -0.4989 3.2822 0.6695 -0.2 0.1 -0.2
C 0.1578 2.6559 -0.5555 0.0 0.2 0.3
O -0.4229 2.5947 -1.6332 -0.1 0.1 -0.3
N 1.4163 2.2110 -0.4144 0.2 -0.1 -0.2
C 2.1799 2.0970 0.8043 0.0 -0.2 0.5
H 1.6933 2.6083 1.6317 0.0 0.0 -0.1
C 2.3739 0.6157 1.1379 0.1 0.3 0.1
N 3.0786 -0.0445 0.0557 0.0 0.0 -0.1
C 2.2792 0.0465 -1.1527 0.0 0.2 -0.1
H 2.8100 -0.4184 -1.9809 0.0 0.0 0.0
C 2.0666 1.5185 -1.5088 -0.1 -0.3 -0.4
H 1.4372 1.6097 -2.3944 0.1 0.0 0.1
H 3.0359 1.9914 -1.6926 0.0 0.0 0.0
H 1.2956 -0.4442 -1.0386 0.0 0.0 -0.1
C 3.5147 -1.3829 0.4584 0.0 -0.3 0.3
C 3.9504 -2.2979 -0.6873 -0.1 0.2 0.0
H 4.0731 -3.2994 -0.2711 -0.1 0.0 0.0
H 3.2344 -2.3695 -1.5019 -0.1 -0.1 0.0
C 5.3105 -1.7477 -1.1190 0.0 -0.1 -0.1
H 5.1830 -0.9898 -1.8913 0.0 0.0 -0.1
H 5.9459 -2.5342 -1.5237 0.0 0.0 -0.1
C 5.9071 -1.1167 0.1516 0.1 0.1 0.0
H 6.1223 -0.0628 -0.0167 0.1 0.0 0.0
H 6.8341 -1.6047 0.4493 0.1 0.1 0.0
C 4.8331 -1.2645 1.2369 -0.1 0.0 0.0
H 4.9897 -2.1791 1.8098 0.0 0.0 0.1
H 4.8443 -0.4249 1.9279 0.0 0.0 0.1
H 2.7275 -1.8723 1.0584 0.0 0.0 -0.1
H 2.9553 0.5309 2.0566 0.0 0.0 0.0
H 1.3828 0.1541 1.3155 0.1 0.0 0.0
H 3.1626 2.5505 0.6351 -0.1 0.0 0.1
H -0.5537 2.5456 1.4743 0.1 0.1 0.1
H 0.1261 4.1125 1.0062 0.0 -0.1 0.1
H -1.9059 4.2950 -0.6140 0.0 0.0 0.1
H -2.1292 2.0220 -1.3897 -0.1 0.0 0.2
S -4.9559 0.4350 0.3130 0.2 -0.6 -0.9
H -7.0736 -1.4929 0.2628 -0.1 0.0 0.0
H -6.8514 -2.2014 -1.3526 -0.1 0.1 0.0
H -4.3086 -2.2644 1.4881 0.1 0.1 0.1
H -5.8758 -2.5249 2.2521 -0.1 0.1 0.1
H -4.7762 -3.8835 2.0041 0.1 0.0 0.1